{
  "formula": "C40H43FFeN10O7S",
  "method": "ωB97M-V with the def2-TZVPD basis set",
  "homo_ev": [-5.463, -5.498],
  "spin_multiplicity": 5,
  "e_lumo_ev": [-1.84, -1.84],
  "e_above_lowest_kj_mol": 0.0,
  "e_tot_ha": -4385.951873,
  "elements": ["Fe", "S", "C", "N", "N", "C", "C", "C", "C", "C", "C", "N", "N", "C", "C", "C", "C", "C", "C", "H", "H", "H", "H", "H", "H", "H", "H", "H", "H", "H", "C", "C", "N", "C", "C", "C", "O", "O", "C", "O", "C", "C", "C", "F", "C", "C", "C", "N", "C", "C", "N", "C", "C", "H", "H", "H", "H", "H", "H", "H", "H", "H", "H", "H", "H", "H", "H", "H", "H", "H", "H", "O", "N", "N", "O", "C", "C", "C", "C", "C", "C", "H", "H", "H", "H", "H", "O", "C", "O", "C", "N", "C", "C", "C", "H", "H", "H", "H", "H", "H", "H", "H", "H"],
  "positions_angstrom": [[-0.917946, 1.825741, 1.439874], [0.371934, 3.492008, 2.643568], [0.404983, 2.679670, 4.165559], [0.982680, 3.193388, 5.209765], [0.903778, 2.551014, 6.388312], [1.685023, 2.963621, 7.453252], [2.438027, 4.138510, 7.409933], [3.178435, 4.518232, 8.516164], [3.193171, 3.752000, 9.674577], [2.444123, 2.582635, 9.711848], [1.697400, 2.188708, 8.616773], [-0.161865, 1.392828, 4.375210], [-0.816181, 0.928172, 3.433634], [-1.245001, -0.411293, 3.644678], [-2.563771, -0.726980, 3.351350], [-2.993549, -2.034445, 3.522372], [-2.106416, -3.012825, 3.952439], [-0.781563, -2.685086, 4.217059], [-0.342605, -1.379191, 4.066566], [0.487847, 1.629195, 6.402133], [2.428524, 4.732915, 6.508519], [3.756613, 5.432887, 8.468096], [3.776813, 4.059601, 10.531624], [2.440279, 1.967573, 10.603294], [1.113923, 1.275747, 8.654559], [-3.231382, 0.044802, 2.991367], [-4.024666, -2.289664, 3.313399], [-2.445986, -4.033550, 4.075091], [-0.086280, -3.451196, 4.535691], [0.688979, -1.096846, 4.230322], [-5.145509, -0.297018, -3.169518], [-4.598142, 0.984164, -3.782853], [-3.430022, 1.482084, -3.065219], [-3.631866, 2.321131, -2.004618], [-2.684544, 2.721950, -1.131518], [-3.142422, 3.438623, 0.145341], [-4.132053, 4.154972, 0.030729], [-2.494220, 3.154121, 1.193996], [-1.326179, 2.323226, -1.361817], [-0.367086, 2.584828, -0.623971], [-1.105774, 1.442456, -2.518407], [0.189009, 0.962018, -2.723002], [0.402870, 0.002339, -3.663245], [1.660496, -0.465448, -3.893470], [-0.650324, -0.543801, -4.398534], [-1.923756, -0.041721, -4.235006], [-2.172229, 0.979044, -3.299535], [-0.437327, -1.656922, -5.272610], [0.230431, -2.792210, -4.661998], [-0.019348, -4.016801, -5.512168], [0.532723, -3.736714, -6.890233], [-0.068729, -2.498400, -7.503605], [0.139502, -1.328758, -6.559363], [-6.030116, -0.632464, -3.711639], [-5.421138, -0.127272, -2.128786], [-4.401129, -1.094209, -3.189324], [-5.348146, 1.773410, -3.753299], [-4.333466, 0.845655, -4.831842], [-4.654312, 2.638817, -1.839308], [0.987088, 1.352555, -2.105030], [-2.723693, -0.509997, -4.789405], [-0.166936, -2.961132, -3.660217], [1.316890, -2.643132, -4.555992], [-1.082892, -4.214242, -5.632643], [0.489011, -4.899348, -5.127818], [0.390340, -4.538113, -7.503808], [1.542564, -3.598383, -6.803244], [-1.129116, -2.703567, -7.638829], [0.409582, -2.344112, -8.469380], [-0.360960, -0.455607, -6.976284], [1.215846, -1.092364, -6.491083], [-2.655347, 0.507003, 0.599205], [-2.333389, -0.558656, 0.036204], [-1.060102, -0.780184, 0.027777], [-0.175307, 0.044927, 0.545348], [-0.606985, -1.992333, -0.554952], [-1.507146, -2.962934, -1.001081], [-1.021592, -4.154689, -1.509922], [0.348874, -4.389931, -1.595540], [1.232055, -3.408953, -1.167493], [0.762022, -2.212844, -0.642529], [-2.567347, -2.786562, -0.910588], [-1.724165, -4.920523, -1.814234], [0.721559, -5.340228, -1.959902], [2.300548, -3.580789, -1.210108], [1.436701, -1.464407, -0.258205], [3.386322, -1.105372, 1.575715], [2.657125, 0.022184, 1.631747], [2.016578, 0.328909, 2.596160], [2.656820, 0.829553, 0.332236], [3.624036, 0.254483, -0.626188], [4.787879, 1.157545, -0.605222], [4.210110, 2.554451, -0.403842], [3.032031, 2.314854, 0.548858], [1.635014, 0.728252, -0.041127], [3.219361, 0.248034, -1.554202], [3.749299, -1.114124, 0.662702], [5.379452, 1.036082, -1.512763], [5.419323, 0.884460, 0.245567], [3.858417, 2.950611, -1.360208], [4.937335, 3.257915, 0.000389], [2.183679, 2.960882, 0.338433], [3.296607, 2.494504, 1.589305]],
  "forces_ev_per_angstrom": [[-0.2571, 0.5729, 0.0142], [-0.0179, -0.1467, -0.2287], [0.1915, -0.0223, 0.5032], [-0.1348, -0.0541, -0.2346], [0.0728, -0.0217, -0.0342], [-0.0146, -0.0096, 0.0471], [-0.0219, -0.0122, -0.0449], [0.0231, 0.0101, 0.0248], [-0.0206, -0.0156, -0.0138], [0.0330, 0.0268, 0.0258], [-0.0308, -0.0113, -0.0393], [0.0924, 0.2365, -0.1572], [-0.0596, -0.0774, -0.0080], [-0.1326, -0.1395, -0.0436], [0.0097, -0.1098, 0.0227], [-0.0170, 0.0113, -0.0018], [0.0309, -0.0024, -0.0002], [-0.0478, -0.0120, -0.0185], [-0.0036, -0.0047, 0.0216], [0.0111, 0.0082, 0.0310], [-0.0004, 0.0028, -0.0048], [0.0046, 0.0040, 0.0070], [0.0048, 0.0018, 0.0083], [0.0027, 0.0019, 0.0045], [-0.0032, -0.0059, -0.0028], [0.0175, -0.0011, 0.0224], [-0.0046, -0.0053, 0.0012], [0.0003, -0.0074, 0.0010], [0.0043, -0.0028, 0.0026], [-0.0172, -0.0052, -0.0008], [-0.0021, 0.0058, 0.0057], [-0.0420, -0.0415, -0.0262], [0.0079, 0.0866, -0.0206], [-0.0795, -0.0508, 0.0044], [0.2838, 0.0492, 0.0661], [-0.0844, -0.0751, -0.1071], [-0.0831, 0.0611, 0.0280], [0.0716, -0.0094, -0.0462], [0.0116, -0.0925, 0.2040], [0.0314, 0.2570, -0.1286], [0.0353, 0.0027, -0.0006], [0.0352, -0.0214, -0.0467], [-0.0263, 0.1111, 0.0302], [0.0264, -0.0117, 0.0072], [-0.0444, 0.0153, 0.0279], [0.0278, -0.0644, 0.0470], [0.0652, -0.0716, 0.0279], [-0.0836, 0.0059, -0.1600], [-0.0398, -0.0035, 0.0868], [0.0034, 0.0079, 0.0560], [0.0220, -0.0063, -0.0137], [-0.0028, 0.0435, -0.0157], [0.0601, -0.0254, -0.0148], [-0.0032, -0.0018, -0.0104], [0.0037, -0.0017, 0.0075], [0.0003, -0.0065, 0.0096], [0.0024, -0.0146, 0.0087], [-0.0105, 0.0190, -0.0028], [-0.0036, 0.0102, -0.0061], [-0.0225, 0.0246, 0.0173], [-0.0017, -0.0042, -0.0204], [0.0029, -0.0183, -0.0669], [-0.0187, 0.0068, 0.0229], [0.0004, 0.0020, -0.0012], [-0.0057, 0.0050, 0.0109], [0.0043, 0.0020, 0.0051], [-0.0028, -0.0114, -0.0080], [0.0060, -0.0076, 0.0019], [-0.0050, -0.0015, 0.0045], [-0.0033, -0.0110, -0.0059], [-0.0133, 0.0025, 0.0023], [0.1687, -0.2689, -0.0967], [-0.1530, 0.1451, 0.1206], [0.0671, -0.2518, -0.1261], [-0.2405, -0.1068, 0.1419], [-0.0187, 0.1018, 0.0231], [0.0271, 0.0328, -0.0029], [0.0335, -0.0271, -0.0030], [0.0230, -0.0006, 0.0260], [0.0045, -0.0375, -0.0018], [-0.0490, 0.0104, 0.0035], [-0.0305, -0.0014, 0.0150], [-0.0160, -0.0178, -0.0117], [-0.0108, 0.0007, 0.0066], [0.0024, 0.0028, 0.0135], [-0.0039, -0.0292, -0.0422], [0.0103, -0.0804, 0.0180], [-0.2042, 0.0447, -0.1773], [0.2459, -0.0315, 0.1331], [0.0189, 0.0598, 0.0853], [0.0215, -0.0181, -0.0115], [0.0386, -0.0250, 0.0008], [0.0150, -0.0141, 0.0075], [-0.0459, 0.0266, 0.0074], [0.1661, 0.0619, -0.0052], [-0.0065, -0.0043, -0.0231], [0.0731, 0.0509, 0.0088], [0.0042, 0.0015, -0.0002], [-0.0017, -0.0006, -0.0064], [-0.0043, -0.0054, -0.0132], [0.0050, 0.0129, -0.0114], [-0.0048, -0.0030, 0.0187], [0.0268, -0.0037, 0.0188]]
}

---

{
  "formula": "C44H45BrClN5S2Ta",
  "method": "ωB97M-V with the def2-TZVPD basis set",
  "homo_ev": -9.864,
  "e_lumo_ev": -4.18,
  "charge": 1,
  "e_tot_ha": -5864.815691,
  "elements": ["Ta", "C", "N", "C", "C", "N", "C", "C", "C", "C", "C", "C", "C", "S", "C", "C", "C", "C", "C", "C", "S", "H", "H", "H", "H", "H", "H", "H", "H", "H", "H", "H", "H", "H", "H", "H", "H", "H", "H", "Br", "C", "C", "C", "C", "C", "C", "N", "C", "C", "C", "C", "C", "C", "N", "H", "H", "H", "H", "H", "H", "H", "H", "H", "C", "N", "C", "C", "C", "C", "C", "C", "C", "C", "H", "H", "H", "H", "H", "H", "H", "H", "H", "H", "H", "H", "Cl", "C", "C", "C", "C", "C", "C", "C", "H", "H", "H", "H", "H", "H"],
  "positions_angstrom": [[0.445299, 0.040538, 0.371750], [-0.647000, -3.498547, -0.337892], [-1.004508, -2.383104, 0.567774], [-0.657234, -2.830553, 1.951262], [-1.006175, -1.815811, 3.012258], [-0.086261, -0.667958, 3.079263], [1.143227, -0.940019, 3.861157], [-0.739335, 0.462797, 3.719924], [-1.561951, 0.319681, 4.826574], [-2.112374, 1.441032, 5.433449], [-1.827413, 2.706214, 4.943751], [-0.991812, 2.851542, 3.846873], [-0.448014, 1.729056, 3.233980], [0.691016, 1.912216, 1.909883], [-2.445139, -2.149723, 0.456566], [-3.348569, -3.193019, 0.256219], [-4.705996, -2.945637, 0.135725], [-5.182571, -1.646669, 0.230022], [-4.296667, -0.610854, 0.459520], [-2.926752, -0.856479, 0.570611], [-1.896123, 0.514439, 0.950830], [0.422948, -3.633268, -0.356135], [-1.070768, -4.439312, 0.015880], [-1.021336, -3.299505, -1.339850], [0.401120, -3.076507, 1.953446], [-1.203494, -3.755772, 2.171727], [-1.076736, -2.320837, 3.982030], [-1.995922, -1.420454, 2.792169], [0.964308, -1.695115, 4.632812], [1.462780, -0.021465, 4.347527], [1.961680, -1.239622, 3.226291], [-1.780782, -0.660208, 5.229446], [-2.760717, 1.320366, 6.290839], [-2.256111, 3.581385, 5.413260], [-0.759382, 3.833153, 3.454487], [-3.008921, -4.214899, 0.191313], [-5.386437, -3.769749, -0.030026], [-6.240093, -1.440800, 0.132418], [-4.653983, 0.405069, 0.565855], [-3.550203, 0.956266, -5.990942], [-2.328305, 0.324870, -4.705077], [-2.754210, 0.112333, -3.403561], [-1.844501, -0.317606, -2.454144], [-0.522893, -0.545001, -2.803325], [-0.106984, -0.337984, -4.113775], [-1.009485, 0.097865, -5.067910], [0.394869, -0.966738, -1.773892], [1.332831, -1.757913, -2.099500], [2.244157, -2.286801, -1.102845], [3.210727, -3.188273, -1.507306], [3.952634, -3.855798, -0.543869], [3.644270, -3.606874, 0.776026], [2.661610, -2.672185, 1.081866], [1.972379, -1.980330, 0.179421], [-3.783773, 0.297173, -3.130039], [-2.169035, -0.478871, -1.436050], [0.931856, -0.453948, -4.395129], [-0.685641, 0.280460, -6.082682], [1.439297, -2.131279, -3.114979], [3.358772, -3.375764, -2.562067], [4.722844, -4.561617, -0.821898], [4.156602, -4.109297, 1.584169], [2.438639, -2.499891, 2.116368], [-2.934781, 5.302972, -0.833259], [-2.557291, 3.909598, -0.976939], [-3.692265, 3.034154, -0.804934], [-1.380624, 3.544655, -0.177068], [-0.256896, 3.030373, -1.061298], [0.146867, 4.003511, -1.985595], [1.108691, 3.788829, -2.943935], [1.712395, 2.545212, -2.997940], [1.346096, 1.587780, -2.076215], [0.370715, 1.761909, -1.072167], [-3.746744, 5.534219, -1.523474], [-2.096306, 5.953792, -1.078867], [-3.273812, 5.552401, 0.186351], [-4.112265, 3.061367, 0.216689], [-3.404784, 2.005257, -1.021047], [-4.481142, 3.323366, -1.501576], [-1.633597, 2.850329, 0.612664], [-1.016072, 4.447829, 0.322067], [-0.332076, 4.973208, -1.938869], [1.390821, 4.577999, -3.628660], [2.475901, 2.329222, -3.736275], [1.876636, 0.654030, -2.131828], [4.685351, -0.689470, 2.476523], [4.940837, -0.623039, 0.748138], [6.130288, -1.163580, 0.281229], [6.445649, -1.082971, -1.063087], [5.577097, -0.416249, -1.915208], [4.404781, 0.130880, -1.423706], [4.014905, 0.021520, -0.077985], [2.774910, 0.684077, 0.440446], [6.812065, -1.624242, 0.983830], [7.376743, -1.495787, -1.427652], [5.828505, -0.294585, -2.961327], [3.785473, 0.708121, -2.095747], [2.678850, 1.629084, -0.083621], [2.934785, 0.909819, 1.488510]],
  "forces_ev_per_angstrom": [[0.0571, -0.8144, 0.4289], [-0.0320, 0.0658, 0.0274], [0.0986, 0.0599, -0.0274], [-0.1717, 0.0404, 0.0092], [-0.0096, 0.0323, 0.0633], [0.0624, -0.1253, -0.0855], [-0.0278, 0.0040, 0.1085], [-0.0634, -0.0328, 0.0078], [0.0179, -0.0260, -0.0375], [-0.0098, 0.0241, 0.0011], [-0.0195, -0.0098, 0.0092], [-0.0016, -0.0338, -0.0116], [0.0802, 0.1851, -0.0129], [0.0592, 0.2590, 0.0826], [-0.0471, -0.1351, 0.0104], [0.0575, 0.0322, 0.0284], [0.0135, -0.0108, -0.0017], [0.0033, 0.0253, -0.0056], [-0.0200, 0.0040, 0.0247], [-0.0850, 0.0983, 0.2692], [0.2058, 0.0504, -0.5132], [0.1529, -0.0329, -0.0023], [-0.0226, -0.0025, -0.0160], [0.0158, 0.0148, 0.0075], [0.0560, -0.0262, 0.0696], [-0.0169, 0.0092, -0.0692], [0.1040, -0.0492, -0.0345], [-0.0291, -0.0469, 0.1228], [0.0049, 0.0208, -0.0014], [0.0196, -0.0111, -0.0172], [0.1603, -0.1255, -0.0845], [-0.0140, -0.0169, -0.0032], [-0.0001, 0.0041, -0.0035], [0.0004, -0.0035, 0.0019], [-0.0037, -0.0044, -0.0035], [0.0056, -0.0455, -0.0179], [0.0073, 0.0015, 0.0005], [0.0020, -0.0056, 0.0106], [0.0083, 0.0240, -0.0189], [-0.0145, -0.0057, -0.0207], [-0.0234, 0.0039, 0.0183], [0.0228, 0.0177, -0.0428], [0.0054, -0.0958, 0.0357], [-0.0201, -0.0916, -0.0131], [0.0546, 0.0013, 0.0018], [0.0029, -0.0235, 0.0268], [-0.6194, 0.2756, -0.0818], [0.0902, -0.1123, -0.0410], [-0.0103, -0.0435, -0.2699], [0.0483, -0.0330, 0.1319], [-0.0242, 0.0251, -0.0096], [-0.0586, 0.0092, -0.0503], [0.0290, 0.0178, 0.2008], [-0.2808, 0.0090, -0.0203], [-0.0022, -0.0170, 0.0103], [0.0525, 0.0551, -0.2667], [0.0219, 0.0096, 0.0202], [0.0066, 0.0136, 0.0080], [-0.0548, 0.0389, -0.0428], [0.0019, 0.0368, -0.0029], [0.0064, 0.0051, 0.0072], [-0.0052, 0.0196, 0.0101], [-0.0169, 0.1205, 0.1288], [-0.0870, -0.0138, 0.0813], [0.1355, 0.1751, -0.0706], [-0.0033, -0.0739, 0.0542], [-0.0168, 0.0036, 0.0578], [0.0499, -0.1342, -0.1939], [-0.0948, -0.0286, -0.0139], [0.0530, 0.0838, -0.0580], [0.0594, -0.0534, 0.0044], [-0.1155, 0.2284, -0.0010], [0.1977, 0.1113, -0.1456], [-0.0019, -0.0021, 0.0003], [0.0047, 0.0052, 0.0147], [-0.0013, 0.0068, -0.0029], [0.0209, 0.0034, -0.0016], [0.0284, -0.0601, -0.0260], [0.0105, -0.0175, 0.0031], [-0.1185, 0.0016, 0.0723], [0.0695, -0.0569, 0.0253], [-0.0226, -0.0271, -0.0166], [-0.0182, -0.0055, -0.0074], [0.0124, -0.0121, 0.0093], [0.0863, 0.0474, -0.0110], [-0.0517, -0.0339, 0.0641], [0.0503, 0.0511, 0.0224], [0.0136, -0.0419, 0.0093], [0.0074, -0.0207, 0.0076], [-0.0197, 0.0070, -0.0150], [-0.0325, -0.0708, -0.0280], [-0.0525, 0.1756, -0.1690], [-0.0414, -0.0897, 0.0575], [-0.0114, -0.0063, -0.0002], [-0.0068, 0.0001, 0.0007], [-0.0018, 0.0143, 0.0072], [0.0056, 0.0034, 0.0042], [0.0491, 0.2290, 0.1477], [0.0124, -0.0324, 0.0638]]
}